Arrangement a

{
  "formula": "C20H50EuN2O4Si2",
  "method": "ωB97M-V/def2-TZVPD",
  "e_homo_ev": [-4.72, -5.10],
  "homo_lumo_gap_ev": [4.66, 5.04],
  "total_charge": 0,
  "multiplicity": 8,
  "e_lumo_ev": [-0.058, -0.058],
  "elements": ["O", "O", "C", "C", "H", "H", "H", "H", "H", "C", "C", "H", "H", "H", "H", "H", "C", "C", "C", "H", "H", "H", "H", "H", "C", "H", "H", "H", "H", "H", "H", "Eu", "C", "Si", "H", "H", "C", "C", "C", "C", "Si", "H", "H", "C", "C", "C", "H", "H", "H", "H", "H", "H", "H", "H", "H", "H", "H", "H", "H", "H", "H", "H", "H", "H", "C", "C", "N", "O", "C", "C", "N", "O", "H", "H", "H", "H", "H", "H", "H"],
  "positions_angstrom": [[-1.661, -2.407, -1.319], [-3.006, -1.506, -2.948], [-0.199, -2.448, -1.443], [0.458, -3.264, -0.358], [0.175, -1.415, -1.468], [0.000, -2.914, -2.412], [0.680, -2.662, 0.528], [1.414, -3.634, -0.737], [-0.132, -4.141, -0.062], [-2.319, -2.534, 0.004], [-3.376, -3.598, -0.090], [-2.739, -1.548, 0.234], [-1.532, -2.774, 0.718], [-4.189, -3.296, -0.766], [-3.792, -3.743, 0.907], [-2.948, -4.556, -0.419], [-3.349, -0.099, -2.727], [-2.395, -1.789, -4.260], [-3.993, 0.109, -1.385], [-4.039, 0.162, -3.539], [-2.437, 0.514, -2.826], [-4.616, -0.726, -1.067], [-4.638, 0.994, -1.453], [-3.247, 0.326, -0.612], [-3.042, -2.989, -4.894], [-1.328, -1.964, -4.088], [-2.504, -0.901, -4.891], [-2.881, -3.892, -4.297], [-2.608, -3.158, -5.883], [-4.116, -2.845, -5.020], [-2.337, -1.972, -2.113], [1.122, 2.759, 1.194], [0.254, 2.071, -0.703], [1.092, 2.328, -2.359], [-0.770, 2.516, -0.670], [0.074, 0.986, -0.478], [1.976, 0.794, -3.006], [2.388, 3.683, -2.256], [-0.183, 2.830, -3.646], [2.572, 0.663, 1.135], [3.843, 1.520, 2.160], [2.753, 0.246, 0.135], [1.876, -0.003, 1.700], [4.503, 2.971, 1.137], [5.295, 0.493, 2.746], [2.918, 2.141, 3.685], [0.253, 3.529, -4.368], [-1.031, 3.337, -3.171], [-0.569, 1.968, -4.205], [2.864, 0.552, -2.404], [2.323, 0.986, -4.034], [1.325, -0.091, -3.035], [3.320, 3.340, -1.783], [2.015, 4.566, -1.721], [2.614, 3.986, -3.288], [5.436, -0.380, 2.092], [5.130, 0.136, 3.775], [6.217, 1.095, 2.731], [2.127, 1.425, 3.983], [2.486, 3.155, 3.594], [3.665, 2.187, 4.489], [5.521, 3.170, 1.505], [3.927, 3.907, 1.239], [4.567, 2.706, 0.070], [-0.666, -1.302, 5.107], [-0.191, -0.295, 4.138], [1.031, -0.478, 3.657], [1.468, -1.720, 4.172], [-0.973, 0.813, 3.660], [-2.370, 1.046, 4.107], [-0.335, 1.622, 2.789], [-0.965, 2.670, 2.308], [0.042, -1.391, 5.939], [-0.750, -2.286, 4.630], [-1.645, -1.022, 5.504], [2.337, -1.868, 3.759], [-2.772, 1.922, 3.589], [-2.999, 0.172, 3.891], [-2.417, 1.213, 5.193]],
  "lowdin_charge": [-0.1191, -0.1295, -0.1544, -0.0568, 0.1170, 0.1222, 0.0900, 0.0955, 0.0900, -0.1599, -0.0471, 0.1120, 0.1127, 0.0813, 0.0902, 0.0917, -0.1696, -0.1781, -0.0509, 0.1330, 0.1315, 0.0834, 0.0964, 0.0830, -0.0527, 0.1217, 0.1323, 0.0853, 0.0905, 0.0868, 0.0147, 1.3333, -0.5192, 0.3499, -0.0325, -0.0367, -0.1967, -0.2041, -0.2113, -0.4046, 0.2831, -0.0665, -0.0734, -0.2175, -0.2104, -0.2333, 0.0163, 0.0180, 0.0067, 0.0228, 0.0258, -0.0034, 0.0113, 0.0234, 0.0233, 0.0195, 0.0197, 0.0128, -0.0006, 0.0030, 0.0227, 0.0178, 0.0097, 0.0139, -0.0494, -0.3025, 0.0160, -0.1170, -0.2966, -0.0598, -0.1692, -0.3521, 0.0929, 0.0871, 0.0677, 0.0963, 0.0639, 0.0741, 0.0828]
}



Arrangement b

{
  "formula": "C20H50EuN2O4Si2",
  "method": "ωB97M-V/def2-TZVPD",
  "e_homo_ev": [-4.53, -5.00],
  "homo_lumo_gap_ev": [4.45, 4.93],
  "total_charge": 0,
  "multiplicity": 8,
  "e_lumo_ev": [-0.073, -0.073],
  "elements": ["O", "O", "C", "C", "H", "H", "H", "H", "H", "C", "C", "H", "H", "H", "H", "H", "C", "C", "C", "H", "H", "H", "H", "H", "C", "H", "H", "H", "H", "H", "H", "Eu", "C", "Si", "H", "H", "C", "C", "C", "C", "Si", "H", "H", "C", "C", "C", "H", "H", "H", "H", "H", "H", "H", "H", "H", "H", "H", "H", "H", "H", "H", "H", "H", "H", "C", "C", "N", "O", "C", "C", "N", "O", "H", "H", "H", "H", "H", "H", "H"],
  "positions_angstrom": [[-0.383, 2.239, 0.131], [-1.960, 2.574, -1.616], [-0.741, 2.486, 1.529], [0.433, 2.626, 2.479], [-1.346, 1.600, 1.795], [-1.376, 3.398, 1.602], [1.117, 1.757, 2.492], [0.040, 2.713, 3.503], [1.021, 3.540, 2.301], [0.948, 2.696, -0.285], [0.809, 4.153, -0.541], [1.150, 2.042, -1.151], [1.673, 2.481, 0.510], [0.030, 4.338, -1.276], [1.749, 4.585, -0.898], [0.509, 4.664, 0.375], [-1.836, 2.263, -3.091], [-3.248, 3.218, -1.186], [-0.414, 2.370, -3.556], [-2.507, 2.963, -3.592], [-2.222, 1.242, -3.178], [0.064, 3.338, -3.341], [-0.447, 2.310, -4.653], [0.181, 1.527, -3.167], [-3.039, 4.688, -1.317], [-3.439, 2.863, -0.164], [-4.028, 2.801, -1.846], [-2.155, 5.002, -0.730], [-3.925, 5.224, -0.980], [-2.867, 4.942, -2.379], [-1.189, 2.760, -0.937], [0.178, -2.696, -0.579], [-0.971, -0.890, -0.801], [-2.795, -1.167, -0.568], [-0.744, -0.329, -1.731], [-0.633, -0.256, 0.040], [-3.437, -0.277, 0.923], [-2.920, -3.024, -0.411], [-3.753, -0.627, -2.061], [0.193, -2.076, 1.876], [0.692, -3.783, 2.288], [-0.694, -1.531, 2.223], [1.003, -1.350, 1.644], [-0.682, -5.041, 2.016], [1.323, -3.962, 4.040], [2.112, -4.222, 1.103], [-4.617, -1.300, -2.106], [-3.167, -0.737, -2.980], [-4.096, 0.410, -1.966], [-3.070, -0.734, 1.850], [-4.529, -0.371, 0.895], [-3.172, 0.789, 0.926], [-2.479, -3.408, 0.525], [-2.463, -3.543, -1.274], [-3.993, -3.250, -0.409], [0.859, -3.194, 4.680], [2.416, -3.831, 4.079], [1.068, -4.956, 4.436], [2.807, -3.365, 1.006], [1.850, -4.586, 0.088], [2.631, -5.050, 1.605], [-0.511, -5.846, 2.751], [-0.684, -5.504, 1.019], [-1.678, -4.617, 2.209], [5.234, -0.129, 0.615], [3.976, -0.841, 0.316], [3.212, -1.163, 1.350], [3.819, -0.590, 2.485], [3.508, -1.127, -1.014], [4.246, -0.751, -2.248], [2.333, -1.796, -1.071], [1.785, -2.084, -2.227], [5.860, -0.703, 1.305], [5.047, 0.842, 1.086], [5.803, 0.032, -0.303], [3.215, -0.804, 3.221], [3.689, -1.077, -3.127], [4.390, 0.338, -2.305], [5.233, -1.225, -2.250]],
  "lowdin_charge": [-0.2206, -0.1179, -0.2016, -0.0747, 0.1133, 0.1236, 0.0948, 0.0932, 0.0774, -0.2002, -0.0638, 0.1287, 0.1149, 0.0524, 0.0981, 0.0838, -0.1255, -0.1476, -0.0474, 0.1247, 0.1022, 0.0851, 0.0986, 0.0882, -0.0548, 0.1261, 0.1320, 0.0859, 0.0927, 0.0942, 0.0882, 1.3264, -0.5009, 0.3298, -0.0265, -0.0257, -0.1788, -0.2182, -0.1907, -0.3994, 0.2737, -0.0602, -0.0653, -0.2115, -0.2112, -0.2447, 0.0289, 0.0295, 0.0088, 0.0340, 0.0282, -0.0012, 0.0063, 0.0267, 0.0290, 0.0206, 0.0220, 0.0110, -0.0006, -0.0008, 0.0268, 0.0202, 0.0181, 0.0154, -0.0470, -0.3006, 0.0185, -0.1140, -0.2911, -0.0586, -0.1937, -0.3366, 0.0915, 0.0856, 0.0681, 0.0957, 0.0619, 0.0764, 0.0803]
}



Need the numbers? Relative energies in hartree: arrangement a 0.0000; arrangement b 0.0288.